Record 1
Molecular formula: C29H59IN3O6
Method: DFT, ωB97M-V with the def2-TZVPD basis set

Values from the calculation:
Charge: +1
Gap between HOMO and LUMO in eV: 6.447

XYZ file:
```
98
C29H59IN3O6, DFT ωB97M-V with the def2-TZVPD basis set
C -1.197 2.516 0.582
C -1.301 3.576 -5.354
N -2.784 4.320 1.581
H -6.507 0.747 0.413
C 2.268 -5.701 0.313
H 2.457 -3.524 -3.403
H -4.558 -1.803 0.629
O 6.678 -1.468 -1.765
H 8.493 -0.478 -1.642
H -0.602 1.567 -4.980
H -1.074 -2.066 7.315
H 2.550 -5.275 1.280
C -5.505 0.314 0.767
H -2.129 4.630 2.310
H -6.159 -1.581 -0.238
N -3.846 3.228 3.416
H -5.506 -0.095 6.097
H -1.489 4.249 -6.196
H -3.824 1.540 -0.275
H -5.144 0.891 -1.839
C -3.798 3.425 2.073
H 6.508 0.239 -3.878
H -2.693 -2.491 7.863
H 0.528 -4.482 0.073
C -0.125 0.469 1.993
C -0.467 1.961 -0.696
C -5.161 -1.052 -0.001
H 3.189 -5.974 -0.205
H 1.699 -6.619 0.488
C 1.440 -4.711 -0.485
C 7.483 -0.328 -2.037
C -0.053 -0.223 3.455
H 8.678 -4.096 -2.545
C 0.898 5.486 -5.983
H 9.219 -2.426 -2.359
C -1.931 -1.710 7.894
H 0.357 6.412 -5.765
H -3.533 1.005 1.521
I -5.695 3.883 -0.150
C 3.323 -3.521 -1.426
H 4.145 -4.078 -3.341
C -0.988 1.763 1.910
C -3.844 -1.393 5.631
O -2.812 -0.469 5.959
H 3.681 -2.491 -1.505
C -4.407 -0.858 -1.397
H 8.118 0.958 -3.648
C 7.058 -2.677 -2.413
O -0.482 4.222 -4.384
H -5.071 -1.179 7.415
H -2.270 3.406 -4.875
H -0.542 2.479 -1.723
H -1.646 0.350 7.398
C 0.565 -0.100 0.731
H 6.941 -2.577 -3.498
C -0.747 2.245 -5.826
O -4.917 0.084 -2.360
H 1.117 -5.141 -1.438
H -1.013 -0.867 3.514
H -3.530 4.007 4.005
H 6.339 -3.437 -2.096
H 1.318 5.033 -3.936
H -0.157 0.579 4.256
H -2.764 3.626 -0.536
H 8.548 -3.280 -0.972
C -4.303 1.394 0.750
C 0.386 0.681 -0.611
H -1.624 -1.584 8.935
H -4.200 2.328 3.762
H -3.994 -1.317 4.550
H 0.845 -0.911 3.577
H 1.934 5.733 -6.225
H -3.508 -2.417 5.823
C -2.442 -0.396 7.331
H 7.050 0.498 -1.467
H 0.880 0.273 -1.552
H 7.956 -0.734 -4.122
H 1.412 3.632 -4.983
H -3.276 -0.009 7.926
H 2.838 -5.136 -2.803
O 2.097 -3.468 -0.706
C 3.183 -4.100 -2.822
C 8.456 -3.145 -2.053
H -1.365 4.658 0.035
H -1.435 1.777 -6.535
C 0.842 4.547 -4.792
H -1.499 2.171 2.840
C -5.161 -1.105 6.330
H 0.218 2.358 -6.324
H 1.179 -1.066 0.795
H -5.675 0.025 1.874
H 4.077 -4.065 -0.846
H 0.444 5.045 -6.873
C -2.090 3.818 0.361
C 7.520 0.055 -3.506
H -5.925 -1.819 6.009
O -3.351 -1.475 -1.672
N -4.797 2.710 1.280
```

Record 2
Molecular formula: C26H25BrF4MnN2OP
Method: DFT, ωB97M-V with the def2-TZVPD basis set

Values from the calculation:
Relative energy (zero: lowest compared OMol25 entry of this formula, charge and spin) in kcal/mol: 15.0
Charge: +2
Multiplicity: 5
Gap between HOMO and LUMO (alpha / beta) in eV: 7.251 / 7.305

XYZ file:
```
61
C26H25BrF4MnN2OP, DFT ωB97M-V with the def2-TZVPD basis set
H 3.914 -2.436 -3.692
H -2.442 5.323 -0.515
F 4.588 0.232 6.015
H 5.537 4.827 -1.891
C 5.218 0.307 3.746
C 5.051 1.552 -1.218
C 4.744 -2.063 0.071
C 1.363 -3.903 0.342
F 1.952 0.220 5.311
H -0.179 6.456 0.885
H -0.932 -5.184 1.160
C 3.538 -1.337 -1.899
C 3.976 4.059 -0.646
H -0.817 5.221 1.977
H -1.337 -4.091 2.492
H 0.880 5.155 1.452
C 3.391 2.925 -0.120
Br 0.634 0.287 2.661
H -1.532 4.616 -1.870
C 4.244 0.253 4.746
H 0.578 -2.626 1.894
H 5.578 -3.925 -2.623
C 4.820 0.293 2.408
H -1.048 -3.200 -0.642
C -1.453 5.220 -0.968
H -1.093 6.214 -1.236
C -0.135 5.400 1.143
H 1.827 -3.144 -0.289
H 2.517 2.989 0.518
Mn 0.586 0.402 0.036
H 2.112 -4.297 1.021
F 5.747 0.337 1.457
H 0.176 -4.989 2.504
H 2.808 -0.667 -2.348
H 4.954 -1.997 1.126
H 6.514 2.606 -2.351
F 6.497 0.364 4.059
H 1.024 -4.722 -0.289
C 5.637 2.696 -1.729
C 0.198 -3.332 1.145
N 0.211 2.297 -0.149
H 5.482 0.586 -1.431
C 5.082 -3.162 -2.043
C 4.153 -2.320 -2.646
C -0.175 3.399 -0.107
H 6.073 -3.706 -0.224
P 3.021 0.220 0.232
C -0.758 -2.574 0.210
C 2.893 0.235 4.384
O -0.603 -0.537 -1.152
C 3.854 -1.188 -0.542
H -1.680 -2.340 0.765
C 5.092 3.943 -1.463
H 3.560 5.032 -0.436
C 3.920 1.667 -0.416
C 3.480 0.235 2.023
C 2.530 0.239 3.043
C -0.283 -1.274 -0.266
C 5.364 -3.039 -0.690
N -0.524 4.625 -0.026
C -0.529 -4.463 1.867
```